Entry 1:
176
Properties=species:S:1:pos:R:3:forces:R:3 method="wB97M-V/def2-TZVPD" max_force_ev_per_a=4.9 e_homo_ev=-9.068 charge=0
C 4.462451 -2.580668 0.397056 -1.933 0.535 -3.594
O 4.890788 -3.418977 1.116230 1.796 -2.340 2.589
N 4.269343 -2.798219 -0.938337 0.371 1.305 0.768
N 3.988463 -1.396508 0.791104 1.705 0.306 4.545
H 3.723549 -2.148352 -1.433984 -0.708 0.626 -0.587
H 4.487920 -3.616997 -1.402115 0.632 -1.845 -0.453
H 4.251437 -1.145114 1.778479 -0.556 -0.194 -1.472
H 3.435211 -0.784938 0.297761 -1.169 1.304 -1.552
C 1.591876 -6.143546 -0.349733 0.204 3.264 -1.563
O 1.189073 -5.130151 -1.013552 0.596 -1.065 0.626
N 2.888668 -6.152033 0.062519 0.371 1.023 -0.479
N 0.809647 -7.167936 -0.118362 0.487 -2.138 1.888
H 3.168183 -6.727885 0.818283 0.233 -0.426 0.559
H 3.363611 -5.239590 -0.012976 -0.492 -0.899 0.241
H 1.014136 -7.768094 0.677558 0.156 0.175 -0.478
H -0.158516 -7.070621 -0.351547 -0.619 0.336 -0.440
C 5.397603 -1.021727 5.313864 -0.566 2.123 -2.146
O 5.194150 -1.811594 6.184459 -0.152 -1.473 1.444
N 6.642320 -0.518852 4.979097 -0.717 0.087 -0.395
N 4.396727 -0.499652 4.486548 0.174 -0.636 0.084
H 6.697215 0.284777 4.334084 0.082 -0.794 0.915
H 7.284618 -0.653053 5.728552 0.718 0.239 0.030
H 4.520257 0.465788 4.241697 0.388 0.636 -0.485
H 3.460183 -0.549321 4.839916 -0.412 -0.606 0.521
C -2.010146 1.294728 5.888703 0.124 -0.147 0.254
O -2.624868 1.327343 4.840742 -0.844 -0.502 -0.344
N -1.159166 2.321026 6.179735 0.892 1.512 1.841
N -2.114772 0.259422 6.819410 0.283 -0.379 0.000
H -1.249613 3.223627 5.664334 -0.105 -1.607 0.419
H -0.825180 2.454262 7.161859 -0.482 -0.363 -1.467
H -2.612356 -0.600188 6.538026 0.449 1.136 -0.080
H -1.326088 0.056218 7.442011 -0.440 0.373 -0.572
C 2.145491 0.486258 -4.580302 -1.183 -0.272 0.315
O 1.628476 1.134722 -5.520255 1.366 -0.075 0.551
N 2.903364 1.030740 -3.584938 -0.030 -1.725 0.950
N 1.851564 -0.853132 -4.425089 1.160 2.103 -0.926
H 3.016415 0.448152 -2.719518 0.032 1.068 -1.305
H 3.228108 1.979028 -3.597776 -0.273 0.125 0.017
H 1.109545 -1.125040 -5.023540 -0.718 -0.608 -0.164
H 1.889267 -1.207689 -3.497358 -0.160 -0.424 0.883
C -1.917419 6.615410 -2.573300 0.696 -1.523 -0.911
O -2.238544 5.453365 -2.897648 0.185 0.851 0.476
N -2.708277 7.415601 -1.859262 -2.742 0.096 0.905
N -0.726319 7.158584 -2.943882 0.365 2.353 1.053
H -2.491234 8.311512 -1.501103 0.721 0.556 0.018
H -3.660797 7.130440 -1.620419 0.757 -0.261 -0.373
H -0.601298 8.175153 -2.602461 0.225 -2.633 -0.802
H 0.068026 6.498242 -2.944767 -0.428 0.613 -0.447
C 0.836619 -1.379324 -1.025116 -1.400 -1.143 1.818
O 1.879809 -1.527507 -1.688890 -0.800 0.400 0.272
N -0.032369 -0.283316 -1.142022 1.824 -0.261 0.202
N 0.356785 -2.304779 -0.099490 2.149 0.164 -1.724
H 0.505377 0.424592 -1.647995 -0.607 0.226 0.351
H -0.369853 0.049127 -0.216172 0.060 0.009 -1.043
H 0.794365 -3.222241 0.079983 -0.089 0.849 -0.640
H -0.404676 -2.042810 0.464722 -1.272 0.199 0.669
C 2.039250 -4.666274 2.985297 -0.456 -0.634 -0.113
O 1.099563 -5.425930 3.325530 1.169 0.193 0.245
N 3.373104 -4.988707 3.063789 -0.878 -1.423 1.160
N 1.723408 -3.461484 2.479394 -1.455 -0.391 0.150
H 3.590001 -5.846513 3.597295 -0.233 1.017 -0.721
H 4.119043 -4.474521 2.623988 -0.036 0.367 -0.135
H 0.714938 -3.278857 2.370754 0.779 0.061 0.098
H 2.401885 -2.820233 2.181892 0.860 0.945 -0.469
C 1.841998 3.448821 -0.617088 1.384 1.063 0.190
O 2.421929 2.432593 -0.212966 0.437 0.282 -0.543
N 0.509633 3.559261 -0.545774 -1.271 -0.396 0.460
N 2.482244 4.629026 -1.085735 -1.283 -0.790 -0.176
H 0.121634 4.484744 -0.398727 -0.041 -0.257 -0.239
H 0.058887 2.784264 -0.022344 0.234 0.716 -0.320
H 1.951706 5.130131 -1.824602 0.303 -0.426 0.773
H 3.441500 4.568953 -1.360925 0.452 -0.480 0.287
C 0.077872 0.905289 2.113491 2.163 -1.676 1.401
O -0.610645 1.476386 1.275196 0.622 0.685 -0.885
N 1.453839 0.531320 1.999588 -2.403 2.231 -2.315
N -0.483557 0.464599 3.254159 -1.774 0.109 0.465
H 2.093880 0.985845 1.338397 -0.836 -0.052 0.346
H 1.809985 -0.058480 2.672104 0.880 -1.171 1.718
H 0.011568 0.080303 4.058491 0.350 0.227 -0.209
H -1.504627 0.677719 3.416741 1.693 -0.175 -0.213
C -3.785074 4.444387 0.646482 1.446 0.423 -2.982
O -2.718163 4.859347 1.163483 -1.479 -0.398 -0.485
N -4.812471 3.987135 1.369550 1.465 -0.038 1.865
N -3.973732 4.421552 -0.737263 -0.788 -0.410 1.635
H -4.648525 4.319851 2.290075 -0.303 -0.263 1.158
H -5.744119 3.993981 1.104497 -1.662 0.012 -1.110
H -3.158335 4.628069 -1.249595 1.106 0.350 -0.856
H -4.604136 3.761693 -1.232748 0.373 0.233 0.777
C -3.276313 -2.174870 -3.396475 0.106 -1.494 0.223
O -4.321633 -2.207837 -2.733741 0.510 -0.061 -1.023
N -2.110741 -1.651448 -2.870486 -0.717 -0.552 -1.074
N -3.174965 -2.879943 -4.629834 -0.421 0.919 -0.283
H -1.274561 -1.617745 -3.443249 -0.178 -0.198 0.130
H -1.976944 -1.851579 -1.888166 -0.185 0.509 0.214
H -2.278390 -2.807793 -5.128928 -0.469 -0.294 0.339
H -4.019245 -3.067632 -5.232379 1.293 0.634 1.378
C 1.416139 4.252470 -4.061362 -1.421 -0.183 -1.329
O 1.228148 5.328823 -3.488275 1.227 0.266 0.434
N 2.602114 3.875535 -4.609120 0.589 -0.538 -0.267
N 0.318786 3.476466 -4.292511 1.684 -1.055 -0.586
H 3.400981 4.482296 -4.452411 -0.458 -0.184 -0.325
H 2.643141 3.105711 -5.306734 -0.207 0.870 0.838
H 0.401314 2.488929 -4.580746 -0.006 0.899 0.269
H -0.405222 3.788968 -3.705645 -1.498 0.071 0.568
C 3.806048 3.118845 3.765403 0.855 -0.935 -2.273
O 4.482799 2.053741 3.629425 -1.037 1.654 0.458
N 3.782455 3.792701 4.915397 1.270 -2.404 0.952
N 3.148739 3.635272 2.692906 0.279 -0.267 1.082
H 4.345898 3.369405 5.624360 0.118 -0.068 0.264
H 3.438547 4.660803 5.114758 -1.276 2.438 -0.103
H 3.305590 3.095311 1.870510 -0.109 0.021 -0.718
H 2.747261 4.576012 2.679102 -0.020 -0.269 0.023
C 0.356583 -3.749341 -4.287963 0.545 -0.379 1.193
O -0.167641 -3.006350 -5.106904 0.480 1.571 -1.619
N -0.398273 -4.719133 -3.792122 0.771 -1.408 1.798
N 1.649607 -3.675011 -3.823701 -0.960 -1.282 0.577
H -0.114684 -5.153310 -2.900477 -0.356 -0.076 -0.639
H -1.330852 -4.745133 -4.135034 -0.484 0.061 0.204
H 2.228050 -3.012801 -4.205792 1.129 1.807 -1.399
H 1.978785 -3.913590 -2.892689 -0.993 -0.637 -0.003
C -2.283466 -3.870555 2.618936 -3.537 -0.966 -0.411
O -1.471086 -3.031626 2.345262 2.227 1.179 -0.369
N -3.631094 -3.654965 2.379795 -0.195 0.283 -0.370
N -1.994572 -5.106799 3.058190 2.105 -1.322 1.056
H -3.768701 -3.010808 1.568982 -0.179 -0.507 1.098
H -4.253392 -4.464143 2.505609 0.513 0.859 -0.530
H -2.550352 -5.770595 3.595368 -0.173 0.790 -0.599
H -0.982815 -5.249079 3.134172 -0.214 -0.186 0.195
C 0.843552 -1.987148 5.617769 0.020 3.029 -0.266
O 1.019158 -0.731273 5.628964 -0.663 -1.087 -0.406
N -0.330300 -2.522029 5.229979 -0.718 0.845 0.091
N 1.820203 -2.751470 6.032362 0.531 -2.538 0.259
H -0.881992 -1.825622 4.755220 -0.296 -0.243 -0.157
H -0.431704 -3.446294 4.879965 0.247 -0.692 -0.234
H 2.710795 -2.318682 6.122546 0.799 0.089 0.241
H 1.766516 -3.754649 5.868472 0.260 0.449 0.152
C -2.121555 -5.590145 -1.426906 -1.205 -1.192 0.616
O -1.284011 -6.491314 -1.352733 -0.215 0.534 -0.508
N -2.280281 -4.725328 -0.368095 -1.147 0.081 -1.650
N -3.027205 -5.728501 -2.478636 0.357 0.760 -1.697
H -2.912882 -3.924255 -0.295021 0.340 -0.350 -0.644
H -1.441308 -4.643046 0.138567 0.963 0.104 0.798
H -2.565414 -6.272636 -3.271195 -1.063 0.843 1.806
H -3.594596 -4.938943 -2.846673 0.719 -0.580 0.764
C -4.515585 1.844710 -3.293398 -1.507 -0.122 -0.413
O -5.096728 2.066427 -2.210502 0.600 -0.070 -0.116
N -4.014687 2.875018 -4.011314 0.463 -0.147 -0.456
N -4.508420 0.604442 -3.878708 -0.412 -0.530 -0.028
H -3.601016 2.852926 -4.923002 0.201 -0.939 -0.214
H -4.134799 3.799776 -3.694032 -0.149 0.776 0.863
H -5.047502 -0.165392 -3.413517 0.953 1.371 -0.767
H -4.255567 0.520644 -4.880190 -0.043 0.126 1.181
C -3.548793 -0.475770 0.022435 -2.197 -0.360 0.015
O -3.035861 -1.614045 0.105225 1.008 0.918 0.287
N -4.760924 -0.362925 -0.594130 -0.359 0.658 -1.096
N -3.167539 0.670140 0.625345 1.657 -0.846 1.224
H -4.796121 -0.984066 -1.436113 -0.282 0.721 1.033
H -5.149015 0.610532 -0.656648 0.598 -1.597 -0.492
H -2.399863 0.628219 1.289313 -0.184 0.092 -0.518
H -3.458739 1.602369 0.404979 -0.430 -0.119 -0.427
C -1.481151 0.828832 -6.372842 -1.465 -0.567 0.277
O -2.609406 1.243339 -6.093352 -0.181 0.064 0.086
N -0.647992 1.573431 -7.129256 -0.958 0.887 -0.241
N -1.109198 -0.419349 -5.923421 -0.157 -0.340 -0.024
H 0.297764 1.429213 -6.893518 1.434 0.106 0.024
H -0.993058 2.549263 -7.172350 0.615 -1.046 -0.039
H -0.406839 -1.016516 -6.367259 -0.524 0.564 0.163
H -1.899072 -0.914553 -5.483405 0.849 0.553 -0.552
C 0.505951 5.838159 2.555845 -0.293 0.380 -0.908
O 1.666079 5.964968 2.890220 1.181 0.581 0.551
N -0.148766 4.677437 2.634954 -1.931 -0.517 -0.673
N -0.171105 6.922095 1.955404 -0.565 -2.235 0.070
H -1.086534 4.654018 2.170872 1.021 -0.454 0.532
H 0.375018 3.810713 2.752093 -0.213 0.536 -0.023
H 0.175552 7.738986 2.330646 1.211 2.168 0.657
H -1.164736 6.926558 2.084368 -0.598 -0.419 -0.238

---

Entry 2:
95
Properties=species:S:1:pos:R:3:forces:R:3 method="wB97M-V/def2-TZVPD" max_force_ev_per_a=1.0 e_homo_ev="-17.434 / -17.394" charge=+3
Os 0.062805 0.205672 -0.123015 0.063 0.786 0.542
C 0.681447 0.145931 -4.987182 0.010 -0.069 0.020
C -0.275217 0.481735 -3.841957 -0.099 0.019 -0.034
C -1.578986 1.070234 -4.408179 -0.009 0.026 0.010
C -0.626142 -0.739638 -3.039817 -0.015 0.136 -0.095
C -1.223219 -1.875334 -3.567155 0.028 0.053 -0.071
C -1.612671 -2.666718 -2.503220 -0.065 -0.040 0.151
C -2.293403 -4.002465 -2.528933 0.029 0.030 0.040
C -2.998011 -4.237019 -3.862259 -0.008 -0.051 -0.012
C -1.261226 -5.101879 -2.237888 0.000 -0.015 0.011
N -1.238474 -2.039850 -1.365627 0.127 -0.217 -0.298
N -0.583034 -0.875797 -1.691037 -0.294 -0.057 0.089
B -1.765821 -2.261276 0.044344 -0.297 0.210 0.189
N -2.482410 -0.917450 0.486940 0.051 -0.073 -0.409
N -1.787975 0.276661 0.351276 -0.473 -0.424 -0.005
C -2.702012 1.318827 0.530406 0.148 -0.082 0.247
C -3.891900 0.766829 0.875810 -0.124 -0.128 -0.079
C -3.736274 -0.653119 0.832798 0.021 0.259 0.012
C -4.753728 -1.683914 1.167182 -0.035 0.004 -0.020
C -6.125075 -1.313232 0.592099 0.009 0.030 0.032
C -4.806005 -1.826852 2.701122 -0.007 -0.003 0.002
C -2.344991 2.733246 0.237955 -0.164 0.129 -0.062
C -2.074392 2.851469 -1.269410 0.065 0.015 0.021
C -3.466735 3.685093 0.654116 0.062 0.024 0.050
N -0.596617 -2.403743 1.037436 0.258 -0.253 -0.011
N 0.176393 -1.279476 1.116170 0.451 0.036 -0.105
C 1.030540 -1.418414 2.198880 -0.074 0.115 0.000
C 0.808770 -2.642522 2.744532 0.103 -0.018 0.157
C -0.233068 -3.248899 2.012075 -0.242 -0.028 -0.087
C -0.765882 -4.614379 2.333529 0.006 0.035 -0.069
C 0.294729 -5.646664 1.900807 0.028 -0.004 -0.017
C -2.145741 -4.999971 1.814292 -0.003 0.020 -0.002
C 1.962669 -0.323907 2.582122 0.018 -0.016 0.009
C 1.650711 0.905818 1.751781 0.237 0.011 -0.217
C 3.424785 -0.746133 2.370237 0.010 0.004 0.061
H 0.923368 1.046067 -5.547645 0.031 0.054 -0.016
H 0.212559 -0.551854 -5.682333 0.006 0.014 0.010
H 1.608696 -0.310974 -4.640869 0.013 0.010 0.010
H 0.162389 1.239598 -3.193391 0.091 -0.003 -0.001
H -2.059585 0.364223 -5.085737 0.015 0.016 0.002
H -1.357631 1.977903 -4.970031 -0.008 -0.011 0.009
H -2.288637 1.319664 -3.618143 0.011 -0.044 -0.056
H -1.402951 -2.075638 -4.610292 0.024 0.017 0.038
H -3.040536 -4.018452 -1.731506 -0.011 0.031 -0.023
H -2.278657 -4.319865 -4.679158 -0.015 0.010 0.008
H -3.706702 -3.441955 -4.097195 0.015 -0.009 0.011
H -3.550314 -5.174837 -3.822335 0.013 0.005 -0.007
H -0.545644 -5.182631 -3.058094 0.002 0.014 0.027
H -1.761785 -6.064549 -2.133916 0.010 0.018 -0.021
H -0.705863 -4.902748 -1.317408 -0.023 -0.012 -0.013
H -2.524278 -3.153477 0.074574 0.021 -0.041 0.060
H -4.803462 1.298505 1.097069 0.049 -0.052 0.001
H -4.433059 -2.633367 0.737800 0.024 -0.007 0.011
H -6.530146 -0.420528 1.071518 0.011 -0.021 -0.007
H -6.821884 -2.128740 0.781145 0.006 0.015 -0.001
H -6.085807 -1.143428 -0.484365 0.001 -0.020 0.011
H -5.169602 -0.910406 3.168504 0.000 -0.014 -0.024
H -3.827701 -2.062331 3.125416 -0.013 -0.021 -0.018
H -5.494990 -2.631806 2.955767 0.008 0.025 0.012
H -1.448516 2.991667 0.807904 0.130 -0.019 -0.021
H -2.987938 2.639631 -1.828561 0.025 0.007 0.026
H -1.305055 2.147347 -1.625236 -0.024 0.061 0.063
H -1.742952 3.856087 -1.526483 0.000 0.015 0.002
H -4.378192 3.490110 0.086395 0.017 -0.003 0.005
H -3.167619 4.712529 0.452084 -0.014 -0.008 -0.005
H -3.690205 3.607640 1.718752 0.004 -0.011 -0.030
H 1.300459 -3.069923 3.604525 -0.011 0.017 -0.032
H -0.800545 -4.625737 3.427097 0.007 -0.012 0.023
H 0.415758 -5.649458 0.815524 -0.015 0.007 0.023
H -0.033684 -6.639099 2.206626 0.006 0.013 0.004
H 1.265020 -5.457304 2.359484 -0.009 -0.006 -0.015
H -2.140082 -5.177153 0.738327 -0.005 0.011 0.013
H -2.906815 -4.255729 2.053650 0.011 -0.013 0.000
H -2.438507 -5.933388 2.293757 0.013 0.011 -0.002
H 1.808997 -0.103152 3.640612 -0.032 0.005 0.011
H 2.012691 0.693582 0.726930 0.020 0.069 0.102
H 2.254565 1.779826 1.997849 -0.145 0.052 0.164
H 0.595967 1.261611 1.812843 -0.042 -0.023 -0.002
H 3.602088 -1.019984 1.326198 -0.004 0.013 0.016
H 3.675114 -1.605120 2.990797 -0.010 0.013 -0.016
H 4.098657 0.067510 2.639233 -0.019 -0.016 -0.001
C 4.380104 -0.876890 -3.291405 -0.019 0.022 -0.022
C 3.586566 0.222256 -2.648979 -0.017 -0.071 -0.013
C 3.991237 1.556320 -2.699340 0.085 0.011 -0.093
C 3.252892 2.540726 -2.070322 -0.039 0.056 0.049
C 2.111855 2.181866 -1.380802 0.128 -0.067 -0.074
Br 1.234795 3.471289 -0.354096 -0.267 0.060 -0.033
N 1.650997 0.918415 -1.377752 0.259 -0.702 -0.219
C 2.393738 -0.037853 -2.005208 -0.025 0.225 -0.060
H 5.446024 -0.663174 -3.238772 0.005 -0.002 0.015
H 4.120275 -0.969471 -4.348145 -0.009 0.016 0.002
H 4.197238 -1.837087 -2.812900 -0.018 -0.010 -0.005
H 4.899256 1.826953 -3.226467 -0.006 -0.009 0.022
H 3.566486 3.575884 -2.081271 0.000 -0.025 0.007
H 1.991401 -1.038564 -1.982851 -0.075 -0.122 0.027

---

no.,molecular weight (u)
1,1321.23
2,827.77